This record from the OMol25 dataset describes C21H33MnO11 as an isolated structure. The level of theory is ωB97M-V/def2-TZVPD.

XYZ file:
```
66
Properties=species:S:1:pos:R:3:forces:R:3
Mn 0.958303 -0.854593 -3.890738 -0.998 0.541 4.348
C 0.437953 -0.519593 -0.441868 0.180 -1.240 0.050
O 0.658423 -0.487183 -1.841728 0.769 -0.160 -3.508
H 1.337413 -0.533313 0.173672 0.623 0.661 -0.384
H -0.215947 0.267607 -0.066568 -0.128 0.083 -0.376
H 0.065613 -1.500573 -0.146668 -0.770 -0.006 -0.194
O -3.383127 -1.643773 1.969982 0.951 0.615 0.241
C -2.633027 -0.773103 2.334242 -1.309 -0.216 -0.149
O -1.448887 -1.038513 2.943562 0.147 -0.185 -0.072
C -0.760387 0.147347 3.303592 0.685 0.525 -0.367
C -1.610017 1.309457 2.927802 -1.976 1.563 -0.189
C -2.864047 0.746177 2.194162 1.202 -0.816 0.648
H 0.114203 0.352337 2.686212 0.640 -1.243 0.148
H -0.490377 0.198387 4.358392 -0.041 -0.629 -0.109
H -1.064077 1.996347 2.281092 -0.076 0.091 0.108
H -1.879187 1.847027 3.837022 -0.266 0.210 -0.237
H -2.884007 0.949137 1.123412 0.018 0.212 0.058
H -3.825097 1.027307 2.624802 0.132 -0.091 -0.021
O -4.501567 -1.501643 -4.124618 0.031 -0.412 0.196
C -4.005217 -1.032023 -3.146848 -0.512 -0.362 -1.204
O -4.265067 -1.420603 -1.889048 0.167 0.144 0.120
C -3.669347 -0.480413 -0.994128 -0.033 0.251 0.861
C -3.169237 0.668987 -1.835818 0.473 2.034 1.833
C -3.025037 0.109327 -3.146498 -0.565 -0.653 -2.351
H -2.837187 -0.929523 -0.451998 -0.280 -0.388 0.132
H -4.444477 -0.120553 -0.317528 0.163 -0.449 0.223
H -2.204937 1.085807 -1.545158 -0.011 -0.031 0.684
H -3.864877 1.507407 -1.800348 -0.149 -0.079 -0.186
H -2.045887 -0.350683 -3.279708 0.411 0.008 -0.295
H -3.308727 0.771867 -3.964208 0.454 -0.130 -0.119
O -1.187927 -7.233373 -1.389298 0.506 2.570 0.787
C -1.094637 -6.042573 -1.087458 -1.345 -5.586 0.218
O -0.814497 -5.156293 -2.009748 0.781 2.042 -0.631
C -0.829547 -3.861463 -1.426408 -0.183 0.711 0.591
C -1.195357 -4.022723 0.066422 0.180 1.918 0.394
C -1.431147 -5.464403 0.271532 -0.187 -0.903 -0.580
H -1.549197 -3.235633 -1.954168 -0.152 -0.093 -0.125
H 0.136653 -3.357613 -1.452948 0.400 -0.279 -0.574
H -2.030227 -3.369563 0.320342 -0.199 -0.228 0.022
H -0.386417 -3.680773 0.712012 0.199 0.070 -0.135
H -2.478827 -5.703083 0.454522 0.096 -0.145 0.110
H -0.809457 -5.934793 1.033322 -0.156 0.016 -0.065
O 6.982283 1.416267 -1.695318 -0.921 -0.141 0.916
C 6.126533 1.026997 -0.904038 -2.307 -2.188 -0.165
O 5.167253 0.114367 -1.222908 2.281 1.861 -1.889
C 4.275693 -0.153533 -0.143918 0.100 0.357 1.998
C 5.220273 0.062457 1.055902 -0.933 -0.022 -0.150
C 6.019383 1.295817 0.642092 0.949 -0.026 -0.641
H 3.869473 -1.162223 -0.218848 0.467 -0.031 -0.310
H 3.437853 0.543597 -0.155558 0.192 0.275 -0.187
H 5.813283 -0.839663 1.206332 0.122 0.251 0.193
H 4.652283 0.349237 1.940912 0.148 -0.318 0.219
H 7.055133 1.390897 0.968102 -0.195 0.015 0.448
H 5.451083 2.208737 0.820172 0.078 0.265 -0.385
O 3.235633 3.317787 -0.301828 -1.485 0.414 -0.597
C 2.100153 3.785667 -0.191228 2.129 -1.039 1.894
O 1.738883 4.970247 -0.621108 -0.047 0.448 -1.542
C 0.400583 5.278107 -0.200158 -0.581 1.179 0.898
C 0.260843 4.517137 1.074802 -0.305 -1.330 0.322
C 1.008413 3.222857 0.693952 -0.092 0.235 -0.243
H -0.426157 5.023397 -0.863278 0.610 -0.272 -0.747
H 0.325823 6.346997 -0.000178 0.308 -0.004 -0.375
H -0.786887 4.312737 1.295242 0.095 0.237 0.327
H 0.768783 5.040917 1.884592 -0.158 -0.171 0.125
H 0.424583 2.598587 0.017532 -0.473 -0.134 0.099
H 1.377233 2.596427 1.506142 0.148 0.195 -0.107
```
Positions in Å, forces in eV/Å.

2S+1 = 7
⟨S²⟩ = 12.01
charge = +2
Kohn-Sham gap (spin up / spin down) = 3.6 / 1.9 eV
electronic energy = -2797.80246 a.u.

This record from the OMol25 dataset describes an isolated ion of composition C21H33N2O and charge +1. The level of theory is ωB97M-V/def2-TZVPD.

XYZ file:
```
57
Properties=species:S:1:pos:R:3:forces:R:3
O -1.031789 0.053653 -1.448789 -0.271 0.003 0.130
C -0.082661 0.339155 -2.206011 0.412 -0.143 -0.035
C 1.329227 0.346838 -1.621253 0.006 0.042 0.033
C 1.588679 1.652929 -0.848219 -0.209 0.080 -0.036
C 0.694269 1.757934 0.385356 0.148 -0.009 -0.032
C 0.824132 0.509346 1.250204 -0.027 0.695 0.302
N 0.494423 -0.674906 0.437848 -0.590 0.044 -0.234
C 0.197298 -1.909078 1.195844 0.027 -0.648 0.298
C 1.363281 -2.536524 1.962873 -0.080 0.267 0.036
C 1.606808 -1.954135 3.363754 -0.002 -0.103 0.005
C 0.346815 -1.878022 4.185954 0.118 0.083 0.072
C -0.369251 -3.031259 4.487454 0.021 0.057 -0.022
C -1.531928 -2.964385 5.233226 -0.041 -0.068 -0.006
C -1.995607 -1.742260 5.691518 -0.053 0.048 0.042
C -1.284276 -0.589827 5.408254 -0.095 0.052 0.036
C -0.121638 -0.659073 4.659238 0.045 -0.047 -0.034
C 1.478777 -0.834294 -0.650789 0.317 -0.102 -0.620
N -0.286771 0.624942 -3.483557 -0.164 -0.178 -0.019
C -1.659559 0.669310 -3.973807 -0.718 0.090 0.153
C -2.214868 2.092374 -4.011032 0.140 -0.162 -0.229
C -1.349483 3.083202 -4.790313 -0.089 0.099 0.329
C -0.025894 3.398580 -4.086609 0.100 -0.029 -0.253
C 1.124397 2.454020 -4.445881 -0.174 -0.044 0.113
C 0.724150 0.971222 -4.462366 0.626 0.308 -0.212
H 2.076864 0.244700 -2.407326 -0.043 -0.049 0.065
H 1.422774 2.513477 -1.494728 0.069 0.032 -0.039
H 2.637022 1.666802 -0.541676 0.044 0.001 -0.035
H 0.978291 2.632693 0.969728 -0.030 -0.029 0.053
H -0.347472 1.884438 0.085484 0.008 0.053 0.060
H 0.136376 0.555526 2.095470 0.058 -0.131 -0.028
H 1.846301 0.415665 1.625010 -0.065 -0.108 0.015
H -0.389139 -0.410182 -0.154975 0.402 -0.188 0.344
H -0.608646 -1.681723 1.898398 -0.012 0.070 -0.170
H -0.183441 -2.631955 0.470358 -0.020 0.153 -0.032
H 1.122402 -3.593852 2.077641 0.021 -0.008 -0.094
H 2.282614 -2.483946 1.378761 0.054 -0.119 -0.062
H 2.322935 -2.605276 3.870438 0.076 0.080 -0.029
H 2.061313 -0.964795 3.305068 0.041 -0.015 0.040
H -0.007355 -3.990832 4.148377 0.041 -0.144 -0.037
H -2.073964 -3.868828 5.463188 -0.053 -0.086 0.029
H -2.900915 -1.690374 6.275943 -0.086 0.002 0.057
H -1.630165 0.365030 5.774273 -0.040 0.080 0.045
H 0.439653 0.245232 4.464052 0.075 0.071 -0.021
H 1.284134 -1.777685 -1.166425 -0.021 0.019 0.144
H 2.494035 -0.856273 -0.246142 -0.119 -0.026 0.030
H -1.676661 0.230427 -4.973170 0.067 -0.015 0.049
H -2.274332 0.057393 -3.311196 0.098 0.028 -0.193
H -2.336560 2.453775 -2.987671 -0.053 0.006 0.038
H -3.205956 2.043925 -4.463222 -0.073 -0.019 0.057
H -1.918648 4.008629 -4.886763 0.009 -0.012 -0.098
H -1.161988 2.713204 -5.799097 -0.029 0.024 -0.155
H 0.289429 4.410035 -4.345221 0.015 0.024 0.094
H -0.196756 3.384527 -3.007055 0.008 0.067 0.060
H 1.945569 2.616501 -3.745473 0.095 -0.014 -0.031
H 1.496941 2.701209 -5.440381 0.094 0.004 -0.009
H 1.609486 0.343382 -4.338955 -0.119 -0.008 -0.082
H 0.300141 0.730640 -5.438085 0.041 -0.077 0.116
```
Positions in Å, forces in eV/Å.

structure (SMILES) = O=C([C@H]1CCC[N@H+](CCCc2ccccc2)C1)N1CCCCCC1
charge = +1
Kohn-Sham gap = 9.6 eV
electronic energy = -1004.57905 a.u.
relative energy (zero: lowest compared OMol25 entry of this formula, charge and spin) = 4.62 kcal/mol